Entry 1:
Here is a 6-piece molecular cluster, CH14O5 overall from OMol25. Energies are from ωB97M-V/def2-TZVPD.

Geometry as XYZ:
```
20
Properties=species:S:1:pos:R:3
H 0.101 1.992 -2.297
H -1.759 1.265 1.715
H 1.779 -1.184 -0.357
H -2.381 -1.041 0.126
H 0.798 1.062 -1.260
H 0.631 1.429 1.127
O 1.327 1.723 0.458
H -0.040 -2.462 -1.888
H 1.536 -2.855 0.439
O -1.655 2.020 2.296
H 0.620 -1.240 0.982
H -2.464 2.101 2.743
H 1.872 2.396 0.918
H 2.357 -1.164 1.281
C 1.618 -1.629 0.645
O -1.752 -0.320 0.359
H -1.343 -0.105 -0.541
O 0.010 1.110 -1.914
O -0.767 -2.026 -2.364
H -0.486 -1.072 -2.467
```

* Kohn-Sham gap (spin up / spin down): 2.82 / 10.98 eV
* relative energy (zero: lowest compared OMol25 entry of this formula, charge and spin): 0.0 kcal/mol
* F_max: 3.469 eV/Å
* <S²>: 0.75
* 2S+1: 2
* E_tot: -11500.654 eV
* total charge: -1

***

Entry 2:
Here is a 6-piece molecular cluster, CH14O5 overall from OMol25. Energies are from ωB97M-V/def2-TZVPD.

Geometry as XYZ:
```
20
Properties=species:S:1:pos:R:3
O 1.651 1.319 -0.533
H -0.878 -0.895 0.512
H -2.508 -0.368 -1.316
H 1.122 0.725 -1.219
O -1.917 -0.252 -2.158
H 2.185 0.822 2.842
H 1.499 2.269 -0.813
C -0.159 -1.501 1.132
H 0.794 -1.894 -2.214
O -1.443 1.482 0.638
H 0.100 -1.275 2.076
H -0.282 -0.942 -2.033
H 1.495 0.534 1.504
H -0.391 1.478 0.435
H -2.142 0.639 -2.459
H -1.328 2.007 1.411
H -0.510 -2.485 1.072
O 1.283 0.866 2.425
H 0.766 -1.511 0.592
O 0.665 -1.018 -1.897
```

* Kohn-Sham gap (spin up / spin down): 11.82 / 3.87 eV
* relative energy (zero: lowest compared OMol25 entry of this formula, charge and spin): 25.4 kcal/mol
* F_max: 4.495 eV/Å
* <S²>: 0.76
* 2S+1: 2
* E_tot: -11489.870 eV
* total charge: +1

***

Entry 3:
Here is a 6-piece molecular cluster, CH14O5S overall from OMol25. Energies are from ωB97M-V/def2-TZVPD.

Geometry as XYZ:
```
21
Properties=species:S:1:pos:R:3
O -1.519 1.020 1.577
H -3.011 0.393 0.368
H -0.246 0.044 -0.870
H -0.830 1.108 0.898
C 2.848 -0.885 -2.357
H -1.437 5.062 2.995
O -3.375 0.208 -0.512
O -1.222 4.918 2.058
H -3.640 1.079 -0.817
H -1.029 1.181 2.381
H -1.539 0.123 -1.609
H -1.273 3.952 2.051
H 1.822 -1.122 -2.629
H 2.114 -1.597 -0.196
S 3.280 -1.773 -0.866
H 0.510 -3.787 1.946
O 1.196 -4.450 1.802
H 3.018 0.188 -2.183
O -0.579 0.073 -1.752
H 1.376 -4.523 0.868
H 3.538 -1.211 -3.151
```

* Kohn-Sham gap: 8.77 eV
* relative energy (zero: lowest compared OMol25 entry of this formula, charge and spin): 19.8 kcal/mol
* F_max: 1.088 eV/Å
* 2S+1: 1
* E_tot: -22336.513 eV

***

Entry 4:
Here is a 6-piece molecular cluster, CH14O5S overall from OMol25. Energies are from ωB97M-V/def2-TZVPD.

Geometry as XYZ:
```
21
Properties=species:S:1:pos:R:3
H 2.696 2.096 -0.397
H -2.862 0.731 1.055
H 0.545 -3.515 -0.393
O 2.034 2.189 0.300
S -1.857 -0.546 -0.848
H -1.897 -0.468 1.660
O -0.242 -3.074 -0.081
O 0.864 -0.905 3.118
H -0.330 -2.307 -0.670
C -1.926 0.232 0.790
H 1.537 -1.442 2.659
H 2.424 2.740 0.987
O 1.439 -1.325 -2.304
H -3.005 -1.264 -0.832
O -0.017 3.188 -1.621
H 0.429 2.960 -0.789
H 0.600 -1.279 -2.806
H 0.273 -0.730 2.370
H -1.047 0.880 0.740
H 1.218 -0.933 -1.457
H -0.875 2.771 -1.482
```

* Kohn-Sham gap: 10.03 eV
* relative energy (zero: lowest compared OMol25 entry of this formula, charge and spin): 20.5 kcal/mol
* F_max: 1.335 eV/Å
* 2S+1: 1
* E_tot: -22336.482 eV

***

Entry 5:
Here is CH16BaO11 as an isolated structure from OMol25. Energies are from ωB97M-V/def2-TZVPD.

Geometry as XYZ:
```
29
Properties=species:S:1:pos:R:3
H 2.578 -1.599 -1.864
H 1.836 -2.795 -1.304
O -0.609 -0.279 -2.990
H 0.302 1.969 1.586
H 2.903 -0.793 1.516
H -3.280 -1.141 -0.341
H 2.697 2.019 -0.965
O -0.724 -2.580 -0.247
H -1.270 -2.885 0.485
O 2.224 1.270 -1.340
H -1.520 -0.583 -3.066
O 1.310 1.860 1.505
H -0.307 -0.167 -3.895
O 1.716 -1.869 -1.533
O -2.894 -0.259 -0.364
H 1.630 2.765 1.470
H -3.136 0.172 0.470
O -1.327 1.943 1.330
Ba 0.002 0.038 -0.225
O -2.087 4.008 0.815
O -0.982 -0.725 2.360
H 2.697 1.045 -2.146
H -0.129 -3.315 -0.419
H 1.673 -0.856 2.416
O -1.046 2.729 -0.731
H -1.367 -0.280 3.124
C -1.520 2.954 0.462
H -1.341 -1.617 2.377
O 1.971 -1.030 1.516
```

* Kohn-Sham gap: 4.19 eV
* F_max: 2.788 eV/Å
* 2S+1: 1
* E_tot: -24515.457 eV

***

Entry 6:
Here is a 7-piece molecular cluster, CH16O6S overall from OMol25. Energies are from ωB97M-V/def2-TZVPD.

Geometry as XYZ:
```
24
Properties=species:S:1:pos:R:3
H -2.999 3.032 -1.875
H 0.621 2.305 3.310
O 1.095 3.101 3.439
O -3.859 1.141 0.313
H -4.235 1.228 1.178
O -2.287 3.474 -2.269
O 4.204 -0.162 0.836
H 1.698 -6.515 -0.800
S -0.460 0.450 0.366
H 0.033 -0.643 -1.590
O 0.823 -6.478 -1.230
H 0.469 -5.648 -0.840
H -2.296 4.287 -1.737
O 1.713 -2.400 0.386
H 0.705 3.580 2.718
H -0.646 1.804 0.474
H 3.585 0.642 0.698
H 3.561 -0.983 0.758
C -0.359 0.356 -1.373
H 1.247 -2.657 -0.436
H -2.950 1.460 0.361
H 0.183 1.267 -1.712
H -1.463 0.511 -1.977
H 1.618 -3.151 1.002
```

* Kohn-Sham gap (spin up / spin down): 9.09 / 4.27 eV
* relative energy (zero: lowest compared OMol25 entry of this formula, charge and spin): 53.1 kcal/mol
* F_max: 3.628 eV/Å
* <S²>: 0.75
* 2S+1: 2
* E_tot: -24405.826 eV
* total charge: +1